{
  "formula": "C13H27N2O3PS",
  "method": "wB97M-V/def2-TZVPD",
  "spin_multiplicity": 1,
  "largest_force_ev_per_a": 3.50,
  "gap_ev": 8.9,
  "charge": 0,
  "e_homo_ev": -8.200,
  "species": ["C", "O", "C", "O", "C", "C", "C", "C", "O", "P", "S", "N", "C", "C", "N", "C", "C", "C", "C", "C", "H", "H", "H", "H", "H", "H", "H", "H", "H", "H", "H", "H", "H", "H", "H", "H", "H", "H", "H", "H", "H", "H", "H", "H", "H", "H", "H"],
  "positions_angstrom": [[0.02, 3.59, -1.68], [0.17, 2.38, -0.90], [0.94, 2.54, 0.20], [1.23, 3.64, 0.70], [1.49, 1.27, 0.95], [2.71, 0.78, 0.12], [2.07, 1.59, 2.37], [0.39, 0.23, 1.18], [0.71, -1.08, 0.91], [0.37, -1.65, -0.65], [2.01, -2.16, -1.53], [-0.39, -0.50, -1.70], [-1.82, -0.30, -1.47], [0.23, -0.07, -2.97], [-0.71, -2.99, -0.48], [-0.29, -3.89, 0.59], [-1.13, -3.62, -1.74], [-0.78, 0.52, 1.88], [-1.77, -0.57, 2.26], [-1.22, 1.86, 2.45], [1.03, 3.94, -1.98], [-0.54, 3.38, -2.60], [-0.51, 4.40, -1.15], [3.16, -0.06, 0.62], [2.43, 0.46, -0.90], [3.46, 1.55, 0.04], [3.08, 2.02, 2.34], [2.17, 0.68, 2.99], [1.50, 2.33, 2.92], [-2.10, -0.55, -0.42], [-2.40, -0.94, -2.16], [-2.14, 0.73, -1.66], [-0.26, 0.82, -3.36], [1.29, 0.19, -2.84], [0.14, -0.84, -3.75], [-0.07, -3.37, 1.54], [-1.07, -4.61, 0.82], [0.60, -4.44, 0.34], [-1.18, -2.91, -2.56], [-2.10, -4.06, -1.63], [-0.46, -4.41, -2.04], [-2.00, -0.54, 3.34], [-2.72, -0.34, 1.76], [-1.46, -1.60, 2.04], [-2.13, 2.27, 1.93], [-0.46, 2.63, 2.40], [-1.48, 1.70, 3.50]],
  "nbo_charge": [-0.263, -0.515, 0.828, -0.617, -0.207, -0.600, -0.587, 0.301, -0.796, 1.936, -0.646, -0.805, -0.407, -0.398, -0.787, -0.425, -0.405, -0.012, -0.649, -0.649, 0.196, 0.193, 0.203, 0.231, 0.227, 0.218, 0.217, 0.217, 0.222, 0.222, 0.179, 0.201, 0.198, 0.232, 0.193, 0.221, 0.202, 0.197, 0.214, 0.198, 0.198, 0.218, 0.212, 0.226, 0.219, 0.231, 0.220]
}